one) Formula: C4H14N2O2
Source: the OMol25 dataset
Level of theory: ωB97M-V with the def2-TZVPD basis set

## Properties
highest occupied orbital energy	-8.900	eV
LUMO energy	0.84	eV
M	122.17	g mol⁻¹
structure (SMILES)	C[C@@H](O)CNCN.O

Last column: Löwdin charge in e.
Geometry (Å):
C1 -0.5790 1.0470 -0.5099  -0.17
C2 -1.7203 0.4924 0.3737  -0.43
C3 -2.6453 -0.4261 -0.3739  -0.05
O1 -1.1841 -0.2644 1.4725  -0.06
N1 0.6515 1.2602 0.2774  -0.08
C4 1.8021 0.4952 -0.1447  -0.32
N2 3.0053 1.1359 0.4072  0.01
H1 -0.3458 0.4022 -1.3682  0.11
H2 -0.8987 2.0208 -0.8881  0.12
H3 -2.1949 1.3869 0.7789  0.13
H4 -3.3275 -0.9580 0.2817  0.08
H5 -2.0654 -1.1821 -0.9099  0.07
H6 -3.1531 0.0902 -1.1767  0.08
H7 -0.4841 0.3163 1.8104  0.08
H8 0.8473 2.2489 0.2730  0.10
H9 1.7449 -0.5496 0.1671  0.10
H10 1.8641 0.4220 -1.2407  0.11
H11 3.5650 1.4941 -0.3636  0.06
H12 3.5907 0.3976 0.7915  0.06
H13 0.9292 -3.9245 0.3049  0.03
H14 -0.1718 -2.9083 -0.0782  0.03
O2 0.7698 -2.9968 0.1156  -0.06


two) Formula: C4H14N2O2
Source: the OMol25 dataset
Level of theory: ωB97M-V with the def2-TZVPD basis set

## Properties
highest occupied orbital energy	-8.674	eV
LUMO energy	-4.17	eV
M	122.17	g mol⁻¹

Last column: Löwdin charge in e.
Geometry (Å):
C1 -2.2653 -0.1485 -0.9737  -0.02
O1 0.9734 1.5551 -1.7493  -0.20
C2 -1.0734 0.0317 -0.0006  -0.38
C3 0.0801 -0.9303 -0.5055  -0.12
C4 1.4838 -0.9413 0.0545  -0.31
N1 1.6049 -1.4282 1.3899  -0.01
N2 -0.6799 1.3653 0.0393  0.25
H1 -2.8644 -1.0242 -0.7103  0.09
H2 -2.8586 0.7514 -0.9274  0.07
H3 -1.3608 -0.2615 1.0173  0.14
H4 0.1600 -0.8485 -1.5826  0.10
H5 -0.3435 -1.9211 -0.3411  0.13
H6 1.8923 0.0845 -0.0551  0.11
H7 2.0742 -1.5618 -0.6392  0.14
H8 2.5766 -1.2916 1.6983  0.08
H9 1.0897 -0.7466 1.9953  0.02
H10 -1.8814 -0.2072 -1.9900  0.08
H11 -0.2307 1.4775 0.9867  0.06
H12 0.0380 1.7085 -0.7384  0.03
H13 1.0057 2.4555 -2.0818  -0.01
H14 0.3711 1.2505 2.9167  0.00
O2 0.2081 0.6310 2.1971  -0.26


Most stable of them? one).


one) Formula: C4H14N2O2
Source: the OMol25 dataset
Level of theory: ωB97M-V with the def2-TZVPD basis set

## Properties
highest occupied orbital energy	-9.210	eV
LUMO energy	0.52	eV
M	122.17	g mol⁻¹
structure (SMILES)	C=NCCCN.O.O

Last column: Löwdin charge in e.
Geometry (Å):
C1 -1.4446 1.7550 0.3010  -0.26
C2 0.0421 2.0546 0.0328  -0.19
C3 0.8221 0.7931 -0.3832  -0.27
C4 2.7561 0.6254 0.9142  -0.04
N1 2.2014 1.0361 -0.1398  -0.04
N2 -2.1834 1.4859 -0.9652  -0.01
H1 -1.9505 2.5534 0.8276  0.10
H2 -1.5024 0.8004 0.8268  0.09
H3 0.1698 2.9028 -0.6377  0.11
H4 0.4123 2.3836 1.0106  0.11
H5 0.5819 0.5009 -1.4005  0.11
H6 0.3588 0.0085 0.2521  0.08
H7 3.7700 0.9462 1.0802  0.07
H8 2.1879 -0.0247 1.5921  0.08
H9 -1.5653 1.3427 -1.7400  0.04
H10 -2.7918 2.2495 -1.2280  0.05
H11 -0.7833 -3.3764 -0.3864  -0.02
H12 -1.7297 -3.5634 -1.5044  0.03
O1 -1.2800 -4.0811 -0.8335  -0.08
H13 0.0540 -3.0488 1.5489  0.07
H14 0.6643 -1.8897 0.7514  0.02
O2 -0.1557 -2.3067 0.9769  -0.04


two) Formula: C4H14N2O2
Source: the OMol25 dataset
Level of theory: ωB97M-V with the def2-TZVPD basis set

## Properties
highest occupied orbital energy	-7.859	eV
LUMO energy	0.73	eV
M	122.17	g mol⁻¹
structure (SMILES)	CC/C(N)=C/N.O.O

Last column: Löwdin charge in e.
Geometry (Å):
C1 -1.4819 1.6615 0.8605  -0.10
C2 -1.9578 0.1990 0.7994  -0.21
C3 -1.0240 -0.7683 0.1027  -0.41
C4 0.0916 -1.1233 0.7860  -0.20
N1 1.0575 -1.9003 0.0959  0.00
N2 -1.4113 -1.2109 -1.1395  0.10
H1 -0.6132 2.0014 -0.0211  0.12
H2 -1.0137 2.0407 1.8227  0.09
H3 -2.2374 2.4224 0.6079  0.05
H4 -2.9314 0.0508 0.3921  0.09
H5 -2.1036 -0.1036 1.8809  0.13
H6 0.3444 -0.9946 1.8510  0.13
H7 0.5873 -2.5376 -0.5159  0.05
H8 1.8741 -1.4250 -0.3672  0.05
H9 -1.5592 -0.3112 -1.7193  0.14
H10 -0.6713 -1.6440 -1.6284  0.05
H11 1.3487 0.3657 0.0938  0.07
H12 0.8441 1.9062 -0.1483  -0.08
O1 1.5425 1.3449 -0.2286  -0.09
H13 2.8409 -0.0375 -1.9352  0.01
H14 3.3388 0.4046 -0.4679  0.10
O2 3.1352 -0.3412 -1.1213  -0.08


three) Formula: C4H14N2O2
Source: the OMol25 dataset
Level of theory: ωB97M-V with the def2-TZVPD basis set

## Properties
highest occupied orbital energy	-7.661	eV
LUMO energy	0.78	eV
M	122.17	g mol⁻¹
structure (SMILES)	CC/C(N)=C/N.O.O

Last column: Löwdin charge in e.
Geometry (Å):
C1 0.9794 -2.1582 0.1386  -0.09
C2 0.0526 -1.7367 -1.0047  -0.21
C3 -0.7512 -0.5177 -0.6760  -0.38
C4 -0.5376 0.6721 -1.2278  -0.17
N1 -1.3020 1.8211 -0.8454  0.01
N2 -1.7996 -0.6806 0.2617  0.09
H1 1.5398 -3.0557 -0.1302  0.07
H2 0.4221 -2.3770 1.0522  0.07
H3 1.6825 -1.3602 0.3813  0.05
H4 -0.6291 -2.5572 -1.2472  0.11
H5 0.6420 -1.5571 -1.9061  0.11
H6 0.2796 0.8345 -1.9117  0.11
H7 -1.2395 2.5566 -1.5347  0.09
H8 -2.2795 1.5606 -0.7468  0.09
H9 -1.7579 -1.5723 0.7444  0.08
H10 -1.7920 0.0487 0.9661  0.07
H11 1.5719 1.1453 1.1255  -0.01
H12 3.0935 1.3248 1.2035  0.03
O1 2.4118 0.7959 0.7779  -0.08
H13 -0.5563 2.0300 0.8525  0.00
H14 0.0624 2.8435 2.0099  0.05
O2 -0.0927 1.9397 1.7170  -0.08


Most stable of them? three).


one) Formula: C7H10N2
Source: the OMol25 dataset
Level of theory: ωB97M-V with the def2-TZVPD basis set

## Properties
highest occupied orbital energy	-8.976	eV
LUMO energy	1.06	eV
M	122.17	g mol⁻¹
structure (SMILES)	C1=C[C@@H]2N[C@@H]2[C@@H]2CN2C1

Last column: Löwdin charge in e.
Geometry (Å):
C1 1.5551 0.6500 -0.6268  -0.19
C2 0.6950 1.6020 0.1762  -0.08
C3 -0.6407 1.4997 0.3228  -0.07
C4 -1.5204 0.5340 -0.4134  -0.28
C5 -1.1137 -0.8414 -0.6422  -0.25
C6 0.1971 -1.4559 -0.2772  -0.21
C7 0.9356 -1.1709 0.9737  -0.11
H1 1.1996 0.6914 -1.6495  0.12
H2 2.6265 0.9250 -0.6079  0.12
H3 1.1905 2.4127 0.7346  0.10
H4 -1.1929 2.1899 0.9616  0.11
H5 -2.1416 1.0080 -1.1589  0.13
H6 -1.7585 -0.5456 1.2564  0.08
H7 -1.5524 -1.2693 -1.5611  0.14
H8 0.3088 -2.4753 -0.6658  0.14
H9 1.3918 -2.0307 1.5268  0.12
H10 0.4777 -0.4173 1.6116  0.10
N1 -2.1713 -0.5466 0.3366  0.09
N2 1.5139 -0.7597 -0.2975  -0.05


two) Formula: C7H10N2
Source: the OMol25 dataset
Level of theory: ωB97M-V with the def2-TZVPD basis set

## Properties
highest occupied orbital energy	-8.699	eV
LUMO energy	0.63	eV
M	122.17	g mol⁻¹
structure (SMILES)	N[C@H]1CNC12C=CC=C2

Last column: Löwdin charge in e.
Geometry (Å):
C1 1.0511 0.0841 -0.7733  -0.25
C2 1.6913 -1.1057 0.0047  -0.23
C3 -0.1355 -0.1487 0.2042  -0.38
C4 -0.9533 1.1782 0.5895  -0.01
C5 -2.1420 0.8315 0.2713  -0.13
C6 -2.3484 -0.5061 -0.3753  -0.04
C7 -1.1810 -1.0581 -0.3082  -0.09
H1 1.0567 2.3193 -0.7225  0.08
H2 2.0870 1.4735 0.6712  0.09
H3 0.8799 0.1514 -1.9595  0.17
H4 2.8898 -1.1476 0.0673  0.14
H5 1.1465 -2.0850 -0.5700  0.15
H6 0.7564 -1.4765 1.8439  0.12
H7 -0.4810 2.1954 0.8228  0.13
H8 -2.9912 1.3529 0.4718  0.07
H9 -3.3494 -1.0404 -0.4186  0.13
H10 -0.7644 -1.9373 -0.6872  0.08
N1 1.7639 1.5408 -0.3806  -0.04
N2 1.0236 -0.6216 1.2484  0.02


three) Formula: C7H10N2
Source: the OMol25 dataset
Level of theory: ωB97M-V with the def2-TZVPD basis set

## Properties
highest occupied orbital energy	-9.108	eV
LUMO energy	1.07	eV
M	122.17	g mol⁻¹
structure (SMILES)	C[C@H]1CN2[C@@H]3[C@H]2[C@]12N[C@@H]32

Last column: Löwdin charge in e.
Geometry (Å):
C1 -2.1589 0.9356 -0.3643  -0.07
C2 -0.0078 -0.1844 -0.7235  -0.36
C3 -0.1716 -1.3980 0.2753  -0.09
C4 -0.6620 1.0980 -0.3787  -0.29
C5 0.1452 1.3134 0.9650  -0.10
C6 1.1634 -1.0429 0.7728  -0.17
C7 1.4735 -0.1353 -0.2945  -0.20
H1 -2.5034 0.1950 0.3395  0.07
H2 -2.5119 1.8801 0.0159  0.06
H3 -2.6929 0.8959 -1.3587  0.11
H4 0.1963 -1.8397 -1.7633  0.08
H5 -1.0213 -1.5615 0.8729  0.11
H6 -0.3798 1.9143 -1.1148  0.16
H7 -0.5162 0.9804 1.8003  0.12
H8 0.3820 2.4228 1.1243  0.13
H9 1.9082 -1.6790 1.2328  0.13
H10 2.3106 -0.0615 -0.9402  0.14
N1 -0.4847 -1.3877 -1.2311  0.15
N2 1.3613 0.4355 0.9852  0.02


Most stable of them? one).


one) Formula: C18H19ClN2O3
Source: the OMol25 dataset
Level of theory: ωB97M-V with the def2-TZVPD basis set

## Properties
highest occupied orbital energy	-8.418	eV
LUMO energy	0.25	eV
M	346.81	g mol⁻¹
structure (SMILES)	Nc1cc(C(=O)OCC(=O)NCCCc2ccccc2)ccc1Cl

Last column: Löwdin charge in e.
Geometry (Å):
N1 -3.3045 1.5614 1.7360  0.11
C1 -2.3420 1.4225 0.7778  -0.36
C2 -0.9989 1.6703 1.0537  0.03
C3 -0.0339 1.5916 0.0580  -0.14
C4 -0.3942 1.2693 -1.2485  -0.02
C5 -1.7181 0.9985 -1.5364  -0.09
C6 -2.6714 1.0672 -0.5391  -0.59
Cl1 -4.3154 0.6770 -0.9126  0.72
H1 -2.0133 0.7202 -2.5359  0.11
H2 0.3563 1.2072 -2.0188  0.12
C7 1.3858 1.7307 0.4428  -0.45
O1 1.7946 1.6071 1.5788  0.09
O2 2.1845 1.9497 -0.6060  0.02
C8 3.5952 1.9187 -0.3927  -0.05
H3 3.8386 2.3437 0.5862  0.13
H4 4.0355 2.5071 -1.1976  0.14
C9 4.0692 0.4566 -0.4992  -0.47
O3 4.6390 0.0300 -1.4783  0.07
N2 3.7469 -0.2797 0.5797  0.07
H5 3.2463 0.1628 1.3411  0.12
C10 3.7724 -1.7257 0.5717  -0.17
H6 4.1921 -2.0304 -0.3896  0.12
H7 4.4257 -2.0836 1.3742  0.12
C11 2.3602 -2.2867 0.7600  -0.16
H8 2.4081 -3.3760 0.7931  0.12
H9 1.9764 -1.9408 1.7216  0.10
C12 1.4209 -1.8407 -0.3652  -0.14
C13 -0.0356 -2.0689 -0.0677  -0.22
C14 -0.8435 -2.7494 -0.9691  -0.04
C15 -2.1938 -2.9249 -0.7222  -0.08
C16 -2.7572 -2.4302 0.4403  -0.10
C17 -1.9611 -1.7530 1.3474  -0.09
C18 -0.6153 -1.5663 1.0914  -0.05
H10 -0.0147 -1.0130 1.7982  0.11
H11 -2.3910 -1.3676 2.2610  0.10
H12 -3.8100 -2.5698 0.6367  0.10
H13 -2.8071 -3.4515 -1.4386  0.10
H14 -0.4116 -3.1425 -1.8785  0.11
H15 1.6949 -2.3545 -1.2884  0.12
H16 1.5617 -0.7700 -0.5365  0.10
H17 -0.6950 1.9184 2.0597  0.13
H18 -3.0083 1.5705 2.6963  0.10
H19 -4.2032 1.1511 1.5404  0.05


two) Formula: C18H19ClN2O3
Source: the OMol25 dataset
Level of theory: ωB97M-V with the def2-TZVPD basis set

## Properties
highest occupied orbital energy	-9.163	eV
LUMO energy	0.70	eV
M	346.81	g mol⁻¹
structure (SMILES)	O=C(CCN1C(=O)[C@H]2CC(Cl)=CC[C@H]2C1=O)NCc1ccccc1

Last column: Löwdin charge in e.
Geometry (Å):
O1 -0.2516 -1.4900 -1.1720  0.07
C1 -0.9643 -1.7608 -0.2227  -0.48
N1 -2.2625 -1.4211 -0.1575  0.08
H1 -2.7993 -1.6283 0.6697  0.15
C2 -2.9273 -0.6456 -1.1874  -0.12
C3 -3.6503 0.5335 -0.5942  -0.22
C4 -2.9464 1.4766 0.1464  -0.03
C5 -3.6077 2.5523 0.7109  -0.08
C6 -4.9745 2.6989 0.5404  -0.09
C7 -5.6797 1.7636 -0.1970  -0.09
C8 -5.0205 0.6832 -0.7580  -0.05
H2 -5.5748 -0.0460 -1.3324  0.11
H3 -6.7455 1.8729 -0.3343  0.10
H4 -5.4892 3.5409 0.9793  0.10
H5 -3.0517 3.2801 1.2829  0.10
H6 -1.8802 1.3683 0.2770  0.09
H7 -3.6286 -1.2867 -1.7344  0.12
H8 -2.1425 -0.3176 -1.8757  0.13
C9 -0.4301 -2.5020 0.9968  -0.06
H9 0.1901 -3.3287 0.6454  0.12
H10 -1.2343 -2.8926 1.6188  0.12
C10 0.4519 -1.5503 1.8219  -0.09
N2 1.4184 -0.9093 0.9616  0.04
C11 2.4644 -1.5926 0.3663  -0.38
O2 2.8769 -2.6613 0.7278  0.13
C12 2.9173 -0.7543 -0.8125  -0.15
C13 2.4103 0.6426 -0.4538  -0.14
C14 1.2161 0.3457 0.4319  -0.40
O3 0.3003 1.0693 0.7235  0.11
H11 2.1275 1.2325 -1.3253  0.17
C15 3.4231 1.4231 0.4011  -0.15
C16 4.7899 1.3433 -0.1989  -0.68
C17 5.2292 0.3044 -0.8887  -0.11
C18 4.3968 -0.9048 -1.1709  -0.11
H12 4.5051 -1.1496 -2.2300  0.12
H13 4.7998 -1.7548 -0.6094  0.12
H14 6.2325 0.2895 -1.2860  0.11
Cl1 5.8122 2.7116 0.1052  0.67
H15 3.1036 2.4618 0.4923  0.12
H16 3.4582 0.9993 1.4109  0.14
H17 2.3017 -1.1298 -1.6398  0.16
H18 -0.1496 -0.7585 2.2759  0.13
H19 0.9852 -2.1088 2.5949  0.13


Most stable of them? two).


one) Formula: C4H9S
Source: the OMol25 dataset
Level of theory: ωB97M-V with the def2-TZVPD basis set

## Properties
highest occupied orbital energy	-1.985	eV
LUMO energy	3.51	eV
M	89.18	g mol⁻¹
total charge	-1

Last column: Löwdin charge in e.
Geometry (Å):
C1 1.1047 1.2143 -2.8921  -0.75
S1 -0.4026 0.3668 -3.5586  -0.12
H1 1.0036 2.2871 -2.7382  -0.03
H2 1.2485 0.7143 -1.9255  -0.05
H3 2.0026 0.9679 -3.4626  -0.03
C2 -1.5134 -0.5418 1.0175  -0.11
C3 -0.5707 -0.8534 2.1783  -0.24
C4 0.7147 -0.5547 2.0651  -0.04
H4 -1.5876 0.4942 0.7162  0.07
H5 -1.1447 -1.1350 0.1777  0.07
H6 -2.4690 -1.0243 1.2332  0.06
H7 -1.0149 -1.1256 3.1264  0.08
H8 1.4305 -0.6454 2.8799  0.04
H9 1.1984 -0.1644 1.1827  0.05


two) Formula: C4H9S
Source: the OMol25 dataset
Level of theory: ωB97M-V with the def2-TZVPD basis set

## Properties
highest occupied orbital energy	-2.135	eV
LUMO energy	3.93	eV
M	89.18	g mol⁻¹
total charge	-1

Last column: Löwdin charge in e.
Geometry (Å):
C1 1.7160 -1.1207 1.8125  -0.80
S1 0.1765 -2.0596 1.8210  -0.01
H1 1.5426 0.0337 1.5142  0.02
H2 2.0698 -1.1764 2.8261  -0.06
H3 2.5534 -1.5138 1.1489  -0.01
C2 -0.6505 -0.3743 -1.5722  -0.13
C3 -0.8788 1.0655 -1.2520  -0.25
C4 -1.3502 1.7367 -0.1670  -0.02
H4 0.1528 -0.5030 -2.2372  0.04
H5 -0.2865 -0.8593 -0.6493  0.00
H6 -1.6007 -0.8602 -1.9103  0.09
H7 -0.5785 1.6840 -2.0781  0.06
H8 -1.5602 2.7836 -0.0148  0.03
H9 -1.3058 1.1638 0.7581  0.04


Most stable of them? one).